(1)
Density functional theory data (ωB97M-V with the def2-TZVPD basis set) for a single C4H5ClS2 molecule in a non-equilibrium geometry.

## Properties
ΔE to the lowest compared entry with this formula, charge and spin, kJ/mol: 255.4
LUMO energy, eV: -0.48
E, a.u.: -1411.8663
Max |F|, eV/Å: 4.55
Spin multiplicity: 1
Net charge: 0
Orbital gap, eV: 8.25
HOMO, hartree: -0.321

```
12
C4H5ClS2 ωB97M-V with the def2-TZVPD basis set
C 0.21 1.32 0.39
C -0.69 0.00 -0.02
C -2.00 0.09 -0.50
Cl -3.29 -1.12 -0.73
S 0.05 -1.61 0.59
C 1.89 -1.54 -0.05
S 2.09 -0.64 -1.29
H -0.26 2.22 0.01
H 1.32 1.29 0.11
H 0.28 1.19 1.55
H -2.19 1.18 -0.55
H 2.60 -2.37 0.50
```

Atomic partial charges in e from the natural (NBO) method, atoms 1 to 2:
1 C -0.641
2 C -0.134

***

(2)
Density functional theory data (ωB97M-V with the def2-TZVPD basis set) for a 5-piece molecular cluster, C3H16O5 overall in a non-equilibrium geometry.

## Properties
ΔE to the lowest compared entry with this formula, charge and spin, kJ/mol: 5.9
LUMO energy, eV: 0.60
E, a.u.: -500.1013
Max |F|, eV/Å: 1.28
Spin multiplicity: 1
Net charge: 0
Orbital gap, eV: 11.15
HOMO, hartree: -0.388

```
24
C3H16O5 ωB97M-V with the def2-TZVPD basis set
C -2.46 -0.79 -1.27
C -1.74 0.12 -0.30
C -2.55 1.36 0.06
O -0.51 0.61 -0.85
H -1.88 -1.66 -1.55
H -2.66 -0.23 -2.19
H -3.43 -1.10 -0.88
H -1.46 -0.40 0.62
H -3.57 1.07 0.29
H -2.58 2.09 -0.74
H -2.13 1.79 0.97
H 0.04 -0.11 -1.21
O 1.47 -1.20 -1.74
H 1.15 -2.04 -2.09
H 1.65 -1.40 -0.80
O 1.63 -2.33 1.00
H 2.35 -2.10 1.61
H 1.14 -1.50 1.16
O 1.99 0.09 2.07
H 2.29 0.59 1.29
H 1.60 0.71 2.69
O 1.16 2.22 0.57
H 0.58 1.63 0.04
H 0.79 3.02 0.95
```

Atomic partial charges in e from the natural (NBO) method, atoms 1 to 2:
1 C -0.634
2 C 0.100